3 unconnected molecules or ions with the total composition C4H9N3. Source: the Open Molecules 2025 dataset; level of theory: ωB97M-V/def2-TZVPD.

Output
calculated total energy	-8757.545	eV
net charge	0
highest occupied orbital energy (alpha / beta)	-0.3096 / -0.3108	hartree
relative energy (zero: lowest compared OMol25 entry of this formula, charge and spin)	6.980	eV

```
16
Properties=species:S:1:pos:R:3:forces:R:3
H -0.59314 -1.62423 1.78449 0.04 0.10 -0.04
H -0.94318 0.80243 -2.17517 -0.10 -0.01 0.05
H -0.24091 -3.06185 -2.01782 -0.10 0.42 -0.04
H -0.21256 2.39139 -1.53000 0.08 -0.11 0.05
H 0.39894 -0.34030 2.50035 -0.01 0.08 -0.09
C 0.07412 -2.19519 -1.41227 0.17 -0.14 0.40
H 1.66123 2.19965 0.32421 -0.20 0.16 0.05
H 1.16099 -2.04545 -1.31990 -0.27 0.08 0.05
C -0.06805 0.70921 -0.30062 2.28 3.12 1.87
C -0.40996 1.33722 -1.40072 -0.30 -0.19 -0.07
N 0.23404 -0.28894 0.43283 -0.95 -2.90 -1.08
H 0.27921 2.40338 1.21479 0.32 0.30 -0.05
C -0.35379 -0.56098 1.74606 -0.13 0.04 -0.32
N 1.06048 1.76980 1.02921 -1.30 -0.43 -1.19
H -1.25987 0.01872 1.93171 0.04 -0.01 0.00
N -0.78754 -1.51484 -0.80714 0.44 -0.51 0.42
```
Forces are in eV/Å.